(1)
The following is a quantum chemistry calculation of a cluster of 19 separate species, C64H175N13O28 in total in a non-equilibrium geometry, from OMol25.

Computed properties:
DFT total energy, eV: -145891.6061
HOMO level, eV: -8.6806

```
280
Properties=species:S:1:pos:R:3:lowdin_charge:R:1
C -22.12351 -10.16957 -22.83379 -0.05
O -21.14148 -9.17137 -23.26662 -0.19
C -21.64872 -8.42088 -24.33038 -0.25
C -20.88117 -7.14244 -24.54236 -0.11
N -21.00015 -6.24610 -23.29902 -0.02
C -20.74626 -4.83850 -23.64612 -0.20
C -20.36891 -4.03547 -22.40904 -0.22
O -19.16927 -4.49883 -21.87054 -0.18
C -19.03625 -4.53530 -20.49667 -0.11
H -21.64470 -10.91569 -22.20015 0.09
H -22.51403 -10.64418 -23.70709 0.06
H -22.97345 -9.67721 -22.44003 0.06
H -22.71526 -8.24239 -24.13126 0.12
H -21.55611 -9.02865 -25.19449 0.10
H -21.30783 -6.67292 -25.38711 0.09
H -19.85590 -7.36068 -24.70150 0.12
H -20.20073 -6.31401 -22.65461 0.11
H -21.60500 -4.33208 -24.12718 0.10
H -19.90738 -4.71654 -24.32597 0.12
H -21.10238 -4.12568 -21.66048 0.07
H -20.23299 -2.97197 -22.67048 0.13
H -18.90399 -3.46475 -20.07778 0.11
H -18.24179 -5.16777 -20.18456 0.07
H -19.97850 -4.91646 -19.99069 0.10
C -32.13339 -1.49043 -23.64311 -0.06
O -30.83547 -1.79867 -23.07699 -0.19
C -29.73110 -1.25299 -23.75807 -0.22
C -28.46975 -1.84310 -23.18332 -0.17
N -28.22300 -1.68345 -21.73122 -0.05
C -26.92737 -2.22321 -21.39704 -0.18
C -26.78044 -3.76361 -21.36380 -0.21
O -27.33074 -4.27419 -20.17239 -0.18
C -27.59831 -5.63666 -20.25672 -0.13
H -32.66060 -2.43557 -23.81109 0.08
H -32.03421 -1.06673 -24.66840 0.09
H -32.53978 -0.85913 -22.87128 0.08
H -29.72042 -0.16128 -23.61851 0.12
H -29.80715 -1.41838 -24.81768 0.09
H -27.57812 -1.34278 -23.58684 0.12
H -28.37183 -2.87170 -23.35436 0.09
H -28.93431 -2.16426 -21.26959 0.10
H -26.54858 -1.77633 -20.45647 0.13
H -26.22645 -1.86314 -22.11897 0.08
H -25.73420 -4.05531 -21.33430 0.08
H -27.20389 -4.34008 -22.27917 0.13
H -26.86310 -6.10404 -20.99921 0.09
H -28.65472 -5.77840 -20.59239 0.10
H -27.43909 -6.09219 -19.26997 0.09
C -23.23954 -2.81321 -20.19980 -0.12
O -22.31784 -1.91662 -20.70829 -0.19
C -22.70152 -0.56786 -20.40673 -0.22
C -21.93944 0.47819 -21.20506 -0.18
N -20.50844 0.30650 -21.01161 -0.04
C -20.07609 0.15087 -19.58664 -0.19
C -18.59981 0.36198 -19.51134 -0.21
O -18.00395 -0.65274 -20.34237 -0.22
C -16.65492 -0.37429 -20.42442 -0.17
H -24.10209 -2.87461 -20.87999 0.06
H -23.67197 -2.71300 -19.18405 0.12
H -22.77275 -3.76099 -20.30472 0.06
H -22.47914 -0.34526 -19.39493 0.09
H -23.80394 -0.53400 -20.51287 0.12
H -22.13195 1.50197 -20.77933 0.14
H -22.12594 0.43282 -22.27947 0.09
H -20.17410 -0.49339 -21.49257 0.06
H -20.34144 -0.76407 -19.13694 0.10
H -20.63746 0.97013 -19.15944 0.12
H -18.21280 0.27378 -18.46716 0.14
H -18.42208 1.37329 -19.93563 0.13
H -16.46219 0.63274 -20.84262 0.09
H -16.21646 -1.11738 -21.17817 0.10
H -16.07542 -0.58691 -19.46820 0.10
C -19.07039 0.46736 -29.64288 -0.13
O -19.43921 -0.38410 -30.67500 -0.15
C -20.74625 -0.74800 -30.44153 -0.25
C -21.24301 -1.72556 -31.53923 -0.22
N -22.61039 -1.99588 -31.33760 -0.07
C -23.10546 -3.19081 -32.03875 -0.17
C -24.54804 -2.94611 -32.44991 -0.19
O -25.10365 -4.13453 -33.03327 -0.23
C -26.35775 -3.83112 -33.65587 -0.06
H -17.99667 0.57072 -29.79530 0.09
H -19.15571 0.04240 -28.65948 0.08
H -19.53477 1.46630 -29.72250 0.10
H -21.41287 0.13885 -30.52481 0.13
H -20.88093 -1.15307 -29.45603 0.09
H -20.62266 -2.64047 -31.53607 0.12
H -21.01652 -1.24413 -32.46907 0.11
H -22.79590 -2.07061 -30.31879 0.12
H -23.01173 -4.00312 -31.32935 0.10
H -22.43898 -3.41184 -32.87446 0.13
H -24.64174 -2.08519 -33.11493 0.12
H -25.14642 -2.61675 -31.52938 0.14
H -27.02946 -3.55800 -32.88080 0.06
H -26.76332 -4.74064 -34.04466 0.08
H -26.23905 -2.99785 -34.37499 0.10
C -19.02561 -10.85315 -26.14501 -0.10
O -20.17982 -11.20112 -26.87446 -0.20
C -20.56300 -12.55657 -26.70498 -0.22
C -21.33124 -12.92710 -28.03912 -0.15
N -22.33187 -11.88214 -28.47849 -0.04
C -23.38951 -11.67430 -27.54099 -0.26
C -24.26759 -10.48923 -27.63005 -0.22
O -23.82882 -9.25094 -27.09705 -0.19
C -22.92248 -8.66492 -27.95768 -0.15
H -18.35134 -11.71964 -26.15421 0.08
H -19.16295 -10.67686 -25.08933 0.08
H -18.55541 -9.97534 -26.56877 0.09
H -21.28050 -12.75542 -25.88809 0.11
H -19.68638 -13.23273 -26.61502 0.12
H -21.86432 -13.85555 -27.87471 0.10
H -20.52301 -13.07601 -28.80993 0.12
H -21.86479 -11.02580 -28.61517 0.05
H -23.03109 -11.71711 -26.52262 0.10
H -23.96224 -12.59374 -27.56440 0.12
H -25.17753 -10.73452 -26.99752 0.14
H -24.64730 -10.33813 -28.67572 0.14
H -23.22144 -8.57385 -29.01255 0.10
H -21.99391 -9.24897 -27.95350 0.08
H -22.62597 -7.58934 -27.66025 0.09
C -22.88014 2.77092 -34.65443 -0.16
O -23.81584 3.36592 -33.87137 -0.14
C -23.68177 2.92977 -32.56234 -0.26
C -24.31626 1.61720 -32.29842 -0.19
N -24.27804 1.07242 -30.90682 -0.01
C -25.57103 1.09726 -30.30597 -0.24
C -25.57789 0.46582 -28.96448 -0.23
O -25.49728 -0.91913 -29.09506 -0.23
C -25.15666 -1.57885 -27.95748 -0.13
H -21.86662 2.88066 -34.24232 0.09
H -22.86703 3.15438 -35.66425 0.08
H -23.05581 1.64754 -34.81747 0.11
H -24.05621 3.66557 -31.86968 0.13
H -22.61257 2.77492 -32.35502 0.12
H -24.08206 0.93421 -33.07258 0.10
H -25.38515 1.82236 -32.49584 0.12
H -24.01908 0.12461 -30.97138 0.05
H -26.36688 0.57626 -30.85418 0.13
H -25.91494 2.17402 -30.14289 0.15
H -26.46047 0.69239 -28.30454 0.14
H -24.71117 0.84892 -28.45668 0.10
H -24.10143 -1.32578 -27.68358 0.10
H -25.12469 -2.60743 -28.23537 0.07
H -25.89120 -1.36798 -27.09328 0.13
C -21.97371 1.49079 -27.27913 -0.09
O -21.21297 0.84819 -26.23498 -0.25
C -21.03211 1.71625 -25.07953 -0.18
C -19.75736 1.33356 -24.38885 -0.25
N -19.60712 -0.05805 -24.08826 -0.03
C -18.24633 -0.37000 -23.56386 -0.20
C -17.18764 -0.48745 -24.61551 -0.25
O -17.47649 -1.54738 -25.51933 -0.20
C -16.57268 -1.49883 -26.65549 -0.09
H -22.04616 0.76836 -28.01257 0.03
H -21.26664 2.24368 -27.74831 0.11
H -22.95976 1.89832 -26.94863 0.10
H -21.94945 1.63325 -24.44791 0.12
H -20.92341 2.70902 -25.55047 0.12
H -19.72643 1.94225 -23.45570 0.13
H -18.95323 1.71517 -24.97073 0.10
H -19.71617 -0.55252 -24.99886 0.10
H -18.26446 -1.28746 -22.96993 0.11
H -17.95337 0.40626 -22.82856 0.12
H -16.21549 -0.66553 -24.16425 0.12
H -17.03986 0.46059 -25.19393 0.12
H -16.52656 -0.44528 -26.98057 0.08
H -17.04901 -2.05284 -27.46884 0.08
H -15.52961 -1.88545 -26.39961 0.11
C -24.86146 -5.81254 -28.33344 -0.07
O -25.22851 -5.37516 -27.01141 -0.20
C -24.23913 -5.88921 -26.09962 -0.21
C -24.41289 -5.24206 -24.75606 -0.20
N -24.19143 -3.81753 -24.84269 -0.03
C -24.00789 -3.26147 -23.50245 -0.20
C -23.76774 -1.80932 -23.51310 -0.20
O -24.82962 -1.14343 -24.21967 -0.21
C -24.64673 0.23953 -24.53574 -0.08
H -23.84906 -5.44506 -28.59513 0.10
H -25.59003 -5.39204 -28.94631 0.07
H -24.85505 -6.89740 -28.37161 0.07
H -23.23689 -5.46354 -26.45336 0.10
H -24.05298 -7.02578 -26.19292 0.13
H -23.67103 -5.70774 -24.03158 0.12
H -25.46692 -5.52313 -24.30608 0.15
H -25.03669 -3.42022 -25.28706 0.14
H -23.08226 -3.65377 -23.01025 0.12
H -24.82284 -3.51791 -22.77484 0.10
H -22.81104 -1.46606 -23.97527 0.13
H -23.74046 -1.47713 -22.48635 0.08
H -25.56285 0.51761 -25.04295 0.06
H -23.82643 0.27696 -25.24826 0.07
H -24.55357 0.92545 -23.67128 0.10
C -29.66674 4.79490 -24.00890 -0.10
O -30.32622 4.00571 -24.97319 -0.22
C -30.58819 4.78655 -26.15322 -0.22
C -31.25590 3.93986 -27.25994 -0.18
N -30.49305 2.76133 -27.72769 -0.07
C -30.95557 1.50639 -27.19087 -0.21
C -29.87347 0.37217 -27.41827 -0.19
O -30.40045 -0.92859 -27.19882 -0.22
C -31.26664 -1.36064 -28.17882 -0.14
H -29.39160 4.11620 -23.23651 0.07
H -30.41300 5.56422 -23.69205 0.10
H -28.86229 5.23772 -24.48629 0.06
H -29.68416 5.21940 -26.52429 0.09
H -31.25845 5.69681 -25.91313 0.14
H -31.31684 4.64438 -28.07630 0.11
H -32.28239 3.63545 -26.97285 0.12
H -30.45334 2.77327 -28.74999 0.12
H -31.92156 1.14573 -27.43314 0.10
H -30.94678 1.64649 -26.10102 0.11
H -29.07478 0.51184 -26.69295 0.09
H -29.44733 0.46724 -28.47909 0.14
H -30.96683 -2.39139 -28.37793 0.07
H -31.26251 -0.76181 -29.12725 0.11
H -32.29134 -1.39040 -27.80215 0.08
C -25.37827 -7.43821 -31.81051 -0.15
O -24.62458 -6.27964 -31.45867 -0.13
H -25.45786 -7.63676 -32.82062 0.04
H -24.99784 -8.39835 -31.28252 0.09
H -26.44330 -7.28318 -31.42191 0.09
H -24.70931 -5.62484 -32.12746 0.00
C -20.75508 -5.09998 -29.11390 -0.15
O -21.17582 -5.56873 -27.84316 -0.16
H -20.87814 -5.98247 -29.80739 0.10
H -21.44276 -4.32293 -29.47805 0.06
H -19.71741 -4.70078 -29.14122 0.08
H -21.57532 -4.85131 -27.36590 -0.04
C -21.27930 -2.55938 -26.68468 -0.13
O -22.26809 -3.49527 -26.90425 -0.17
H -20.37192 -2.96745 -26.30068 0.08
H -21.06064 -2.10470 -27.64018 0.06
H -21.68310 -1.73639 -26.04468 0.09
H -22.88881 -3.63306 -26.15501 0.05
C -27.72380 -7.57861 -22.97749 -0.13
O -28.35401 -6.36347 -23.46269 -0.13
H -27.46937 -7.63497 -21.89193 0.07
H -28.38610 -8.35613 -23.26245 0.06
H -26.75503 -7.64265 -23.56636 0.09
H -28.99073 -6.16418 -22.81129 0.03
C -27.57579 2.02323 -21.13783 -0.13
O -27.86069 1.09213 -22.21755 -0.21
H -26.55579 2.44815 -21.20330 0.07
H -28.34352 2.84441 -21.22759 0.08
H -27.57983 1.59053 -20.08897 0.09
H -28.14143 0.18858 -21.86190 0.06
C -29.63593 -4.20106 -26.20218 -0.14
O -29.55052 -4.37691 -27.58364 -0.14
H -30.53623 -3.58393 -25.98779 0.08
H -29.73580 -5.17157 -25.70794 0.08
H -28.85906 -3.54629 -25.72010 0.09
H -29.14443 -5.20669 -27.75219 0.02
C -27.43192 -8.09323 -27.07232 -0.08
O -27.83516 -6.71121 -27.38105 -0.16
H -27.05975 -8.09846 -26.07792 0.06
H -28.34736 -8.69574 -27.21253 0.09
H -26.73857 -8.45043 -27.80280 0.06
H -27.10943 -6.15426 -27.01609 0.06
C -22.61700 -7.09667 -20.29305 -0.14
O -23.18501 -6.31605 -21.37578 -0.16
H -22.52218 -6.52390 -19.33796 0.08
H -23.19804 -8.01526 -20.18408 0.07
H -21.61954 -7.39129 -20.53407 0.06
H -22.54002 -6.20182 -22.05813 -0.02
C -26.96663 2.88538 -25.39787 -0.70
O -25.81665 3.00760 -24.96339 -0.01
N -27.35530 3.67403 -26.45590 0.16
N -27.88559 2.07756 -24.89348 0.19
H -28.19524 3.45700 -26.98756 0.07
H -26.55281 3.86594 -27.03237 0.09
H -28.75757 1.95356 -25.36620 0.06
H -27.72295 1.56359 -23.98308 0.10
C -28.49740 -2.65895 -30.50093 -0.66
O -28.37084 -1.86483 -31.43817 -0.02
N -27.77370 -2.59012 -29.34270 0.19
N -29.41300 -3.70554 -30.57937 0.15
H -27.08798 -1.83733 -29.21325 0.07
H -27.96717 -3.26952 -28.62068 0.08
H -29.69577 -4.26696 -29.80887 0.05
H -30.04435 -3.59968 -31.36534 0.10
```



(2)
The following is a quantum chemistry calculation of a structure of composition C64H45HfN9O2Se in a non-equilibrium geometry, from OMol25.

Computed properties:
DFT total energy, eV: -151264.5072
HOMO level, eV: -5.7322

```
122
Properties=species:S:1:pos:R:3:lowdin_charge:R:1
Hf -0.05862 -0.21097 0.06785 1.86
C -1.38215 -1.95128 7.58166 -0.09
C -1.41458 -3.06584 6.75403 -0.08
C -1.12042 -2.93939 5.40277 -0.04
C -0.78044 -1.69867 4.86809 -0.20
C -0.71790 -0.58937 5.71090 -0.03
C -1.02700 -0.71533 7.05915 -0.07
C -0.46777 -1.54680 3.41449 -0.08
C -1.47753 -1.80400 2.48811 -0.25
C -2.79166 -2.26160 2.83722 0.02
C -3.43300 -2.54954 1.68032 0.02
C -2.52563 -2.24676 0.61262 -0.23
C -2.73674 -2.57827 -0.72345 -0.07
C -3.98710 -3.32013 -1.06795 -0.20
C -5.24622 -2.74210 -0.93415 -0.04
C -6.39201 -3.45722 -1.25680 -0.07
C -6.29591 -4.76430 -1.71199 -0.09
C -5.04524 -5.35433 -1.83933 -0.07
C -3.90151 -4.63715 -1.52052 -0.04
C -1.80601 -2.35006 -1.73858 -0.23
N -0.60830 -1.68346 -1.60090 0.01
C -0.08888 -1.58511 -2.86973 -0.25
C 1.10644 -0.94266 -3.20548 -0.08
C 1.37129 -0.60774 -4.63516 -0.21
C 1.29881 0.73015 -5.02164 -0.02
C 1.53562 1.09136 -6.34119 -0.06
C 1.85954 0.12023 -7.28003 -0.09
C 1.94101 -1.21330 -6.89730 -0.08
C 1.69835 -1.57770 -5.57930 -0.04
C 2.07033 -0.59430 -2.27825 -0.24
C 3.40004 -0.17001 -2.62834 0.04
C 4.10486 -0.12037 -1.47816 0.03
C 3.19634 -0.47400 -0.41870 -0.22
N 1.96071 -0.76134 -0.91937 0.03
C 3.55548 -0.55123 0.92303 -0.07
C 2.65547 -0.82083 1.94007 -0.23
C 3.03581 -0.90375 3.32813 0.02
C 1.91502 -1.15435 4.02582 0.02
C 0.83807 -1.22921 3.06898 -0.23
N 1.30864 -1.03294 1.79419 0.04
C 4.99969 -0.40029 1.27502 -0.22
C 5.56687 0.85034 1.49361 -0.03
C 6.91591 0.96820 1.80218 -0.07
C 7.71357 -0.16427 1.88476 -0.09
C 7.15315 -1.41700 1.67102 -0.07
C 5.80392 -1.53389 1.36637 -0.02
C -0.96511 -2.20567 -3.81508 0.01
C -2.01580 -2.69547 -3.11465 0.01
N -1.34715 -1.74610 1.12336 0.00
H -1.62125 -2.04739 8.63375 0.10
H -1.66900 -4.03744 7.16041 0.10
H -1.13878 -3.80766 4.75424 0.12
H -0.41632 0.36840 5.29953 0.11
H -0.98802 0.15662 7.70140 0.10
H -3.16808 -2.36382 3.84203 0.12
H -4.42696 -2.95115 1.56581 0.11
H -5.32724 -1.72378 -0.57665 0.10
H -7.36332 -2.98881 -1.15163 0.10
H -7.19051 -5.31898 -1.96516 0.10
H -4.96047 -6.37580 -2.18809 0.10
H -2.92548 -5.10130 -1.60438 0.13
H 1.06519 1.48749 -4.27767 0.11
H 1.47854 2.13463 -6.62941 0.11
H 2.05378 0.40274 -8.30774 0.10
H 2.20257 -1.97134 -7.62644 0.10
H 1.78563 -2.61310 -5.26911 0.12
H 3.73753 0.03453 -3.63199 0.12
H 5.14917 0.11752 -1.34342 0.12
H 4.03967 -0.76712 3.69905 0.12
H 1.81075 -1.27643 5.09086 0.12
H 4.94388 1.73510 1.41390 0.10
H 7.34499 1.94828 1.97043 0.10
H 8.76517 -0.07221 2.12293 0.10
H 7.76916 -2.30540 1.73236 0.10
H 5.36343 -2.50896 1.19152 0.13
H -0.78370 -2.27360 -4.87598 0.11
H -2.87050 -3.23102 -3.49552 0.12
C -2.69598 2.08455 3.37420 -0.02
C -3.88122 2.38262 2.73258 -0.03
C -4.06725 1.91663 1.44399 -0.01
C -3.05927 1.18369 0.83728 -0.26
N -1.89715 0.92072 1.44302 0.06
C -1.73823 1.35742 2.69352 -0.11
C -3.16498 0.81076 -0.58627 -0.24
C -4.38339 0.73100 -1.24222 -0.02
C -4.40063 0.60224 -2.61931 -0.03
C -3.19395 0.62872 -3.29587 -0.03
C -2.02756 0.66803 -2.56103 -0.13
N -1.99891 0.68906 -1.22849 0.05
H -2.48681 2.44020 4.37358 0.11
H -4.64121 2.99250 3.20389 0.12
H -4.95360 2.18646 0.89051 0.11
H -0.78644 1.14548 3.15378 0.07
H -5.30434 0.77182 -0.67690 0.11
H -5.33950 0.51053 -3.15001 0.12
H -3.14767 0.60807 -4.37626 0.12
H -1.06689 0.69301 -3.05538 0.11
Se -1.27491 3.95436 -0.24768 0.55
C -0.46216 4.45722 -1.87810 -0.72
C 0.57533 5.40011 -1.93440 -0.16
C 1.19504 5.66801 -3.14515 -0.19
N 0.86661 5.09047 -4.30676 0.02
C -0.14996 4.22418 -4.25877 -0.19
C -0.83305 3.88354 -3.10274 -0.14
H 0.89194 5.90200 -1.02868 0.08
H 2.01290 6.38357 -3.19291 0.09
H -0.42746 3.77620 -5.21214 0.09
H -1.64841 3.17268 -3.13997 0.07
C 3.00722 3.56065 3.29886 -0.01
N 2.41060 3.06118 2.06626 -0.03
C 2.79855 3.50737 0.84236 -0.05
C 2.25258 3.04790 -0.28901 0.01
C 1.23743 2.04856 -0.18005 -0.55
O 0.67015 1.46486 -1.15038 -0.15
N 0.90589 1.56131 1.04334 0.06
C 1.44684 2.06446 2.19570 -0.48
O 1.14718 1.69265 3.32368 0.03
H 3.66413 4.39387 3.06272 0.09
H 3.56252 2.76500 3.79543 0.09
H 2.22337 3.88716 3.97767 0.10
H 3.58212 4.25411 0.83411 0.14
H 2.54834 3.41293 -1.26067 0.12
```



Q: What is the formula in the first record?
A: C64H175N13O28